{"formula": "C54H138F4N21O19P7", "method": "ωB97M-V with the def2-TZVPD basis set", "homo_ev": -8.269, "e_lumo_ev": 0.3, "e_above_lowest_kj_mol": 29.5, "e_tot_ha": -7509.03553, "total_charge": 0, "smiles": "CN(C)P(=O)(N(C)C)N(C)C.CN(C)P(=O)(N(C)C)N(C)C.CN(C)P(=O)(N(C)C)N(C)C.CN(C)P(=O)(N(C)C)N(C)C.CN(C)P(=O)(N(C)C)N(C)C.CN(C)P(=O)(N(C)C)N(C)C.CN(C)P(=O)(N(C)C)N(C)C.O=C1OC[C@@H](F)O1.O=C1OC[C@@H](F)O1.O=C1OC[C@@H](F)O1.O=C1OC[C@@H](F)O1", "elements": ["O", "P", "N", "C", "C", "N", "C", "C", "N", "C", "C", "H", "H", "H", "H", "H", "H", "H", "H", "H", "H", "H", "H", "H", "H", "H", "H", "H", "H", "O", "P", "N", "C", "C", "N", "C", "C", "N", "C", "C", "H", "H", "H", "H", "H", "H", "H", "H", "H", "H", "H", "H", "H", "H", "H", "H", "H", "H", "O", "P", "N", "C", "C", "N", "C", "C", "N", "C", "C", "H", "H", "H", "H", "H", "H", "H", "H", "H", "H", "H", "H", "H", "H", "H", "H", "H", "H", "O", "P", "N", "C", "C", "N", "C", "C", "N", "C", "C", "H", "H", "H", "H", "H", "H", "H", "H", "H", "H", "H", "H", "H", "H", "H", "H", "H", "H", "O", "P", "N", "C", "C", "N", "C", "C", "N", "C", "C", "H", "H", "H", "H", "H", "H", "H", "H", "H", "H", "H", "H", "H", "H", "H", "H", "H", "H", "O", "P", "N", "C", "C", "N", "C", "C", "N", "C", "C", "H", "H", "H", "H", "H", "H", "H", "H", "H", "H", "H", "H", "H", "H", "H", "H", "H", "H", "O", "P", "N", "C", "C", "N", "C", "C", "N", "C", "C", "H", "H", "H", "H", "H", "H", "H", "H", "H", "H", "H", "H", "H", "H", "H", "H", "H", "H", "C", "C", "O", "C", "O", "O", "F", "H", "H", "H", "C", "C", "O", "C", "O", "O", "F", "H", "H", "H", "C", "C", "O", "C", "O", "O", "F", "H", "H", "H", "C", "C", "O", "C", "O", "O", "F", "H", "H", "H"], "coordinates": [[-27.35, 4.13, 20.40], [-27.63, 3.24, 19.25], [-27.59, 1.62, 19.75], [-28.11, 0.56, 18.92], [-27.41, 1.29, 21.14], [-26.53, 3.39, 18.05], [-26.38, 2.33, 17.09], [-25.38, 4.33, 18.20], [-29.10, 3.43, 18.53], [-29.22, 4.51, 17.56], [-30.22, 3.14, 19.32], [-27.48, 0.06, 18.23], [-28.95, 0.87, 18.27], [-28.52, -0.26, 19.48], [-28.36, 0.94, 21.56], [-27.01, 2.11, 21.67], [-26.65, 0.51, 21.23], [-25.56, 1.68, 17.37], [-27.26, 1.81, 16.95], [-26.07, 2.76, 16.11], [-24.47, 3.85, 18.62], [-25.12, 4.69, 17.21], [-25.71, 5.15, 18.88], [-28.30, 4.67, 17.00], [-30.04, 4.40, 16.88], [-29.40, 5.48, 18.04], [-31.06, 3.16, 18.62], [-30.35, 3.89, 20.13], [-30.11, 2.16, 19.75], [-27.47, 0.49, 7.16], [-27.58, -0.86, 7.69], [-26.05, -1.29, 8.29], [-25.73, -2.63, 8.77], [-24.87, -0.59, 7.74], [-28.16, -1.85, 6.46], [-28.54, -3.22, 6.58], [-27.71, -1.53, 5.10], [-28.60, -1.18, 8.89], [-30.06, -1.22, 8.72], [-28.16, -0.75, 10.18], [-24.88, -2.49, 9.47], [-25.56, -3.36, 7.98], [-26.55, -3.05, 9.34], [-24.03, -0.65, 8.46], [-25.09, 0.48, 7.54], [-24.63, -1.09, 6.80], [-28.57, -3.47, 7.64], [-29.38, -3.47, 5.96], [-27.72, -3.89, 6.14], [-28.38, -2.04, 4.36], [-27.72, -0.47, 4.91], [-26.71, -1.89, 4.87], [-30.44, -2.26, 8.79], [-30.57, -0.65, 9.53], [-30.42, -0.77, 7.78], [-28.91, -1.18, 10.93], [-28.11, 0.33, 10.18], [-27.21, -1.26, 10.46], [-29.80, -0.50, 13.41], [-31.13, 0.14, 13.82], [-32.33, -0.93, 13.26], [-33.73, -0.61, 13.40], [-32.02, -1.99, 12.32], [-31.10, 1.71, 13.17], [-29.88, 2.03, 12.45], [-32.28, 2.51, 12.95], [-31.48, 0.25, 15.42], [-31.51, 1.56, 16.13], [-31.53, -0.96, 16.23], [-33.87, 0.10, 14.30], [-34.38, -1.42, 13.59], [-34.21, -0.09, 12.55], [-32.13, -1.71, 11.28], [-32.85, -2.71, 12.53], [-31.09, -2.51, 12.59], [-29.33, 2.79, 13.00], [-29.33, 1.12, 12.23], [-30.17, 2.47, 11.44], [-32.04, 3.52, 12.76], [-32.92, 2.23, 12.06], [-32.97, 2.48, 13.81], [-31.08, 1.45, 17.17], [-30.83, 2.21, 15.60], [-32.52, 1.99, 16.19], [-30.72, -1.67, 15.97], [-32.47, -1.52, 16.28], [-31.36, -0.66, 17.23], [-26.58, -6.11, 12.97], [-25.55, -6.80, 12.12], [-25.89, -6.75, 10.50], [-24.87, -6.98, 9.43], [-27.27, -7.02, 10.06], [-25.33, -8.31, 12.66], [-26.08, -8.82, 13.83], [-24.66, -9.30, 11.82], [-24.04, -6.17, 12.12], [-23.28, -6.66, 13.23], [-23.96, -4.66, 11.91], [-23.85, -6.74, 9.87], [-24.99, -6.28, 8.61], [-24.86, -8.02, 9.11], [-27.94, -6.76, 10.94], [-27.46, -8.03, 9.64], [-27.47, -6.24, 9.31], [-25.64, -9.74, 14.23], [-25.90, -8.04, 14.62], [-27.16, -8.98, 13.66], [-24.22, -10.08, 12.37], [-25.29, -9.83, 11.13], [-23.89, -8.72, 11.23], [-23.14, -7.72, 13.13], [-22.27, -6.21, 13.19], [-23.67, -6.41, 14.24], [-24.44, -4.15, 12.77], [-24.27, -4.45, 10.94], [-22.86, -4.32, 11.94], [-21.10, 3.62, 18.50], [-20.77, 3.07, 17.13], [-19.17, 3.29, 16.76], [-18.60, 2.80, 15.46], [-18.21, 3.01, 17.85], [-21.40, 3.83, 15.84], [-20.94, 5.21, 15.54], [-22.81, 3.74, 15.70], [-21.20, 1.47, 17.08], [-22.19, 0.90, 18.07], [-21.26, 0.75, 15.79], [-19.23, 3.00, 14.65], [-18.45, 1.73, 15.46], [-17.69, 3.24, 15.15], [-18.50, 3.59, 18.72], [-17.22, 3.19, 17.44], [-18.30, 2.03, 18.30], [-20.66, 5.32, 14.50], [-21.76, 5.88, 15.63], [-20.07, 5.37, 16.22], [-22.96, 3.71, 14.64], [-23.13, 2.79, 16.14], [-23.36, 4.54, 16.19], [-22.15, 1.42, 19.03], [-23.21, 1.08, 17.73], [-22.07, -0.15, 18.17], [-20.42, 0.15, 15.59], [-21.37, 1.38, 14.94], [-21.99, -0.05, 15.78], [-24.72, 2.48, 12.97], [-24.18, 2.98, 11.69], [-23.58, 4.57, 11.73], [-24.31, 5.46, 12.56], [-22.39, 5.03, 11.12], [-25.37, 3.07, 10.60], [-26.29, 1.97, 10.51], [-25.66, 4.23, 9.72], [-23.07, 1.91, 11.23], [-22.79, 1.80, 9.74], [-22.03, 1.38, 12.11], [-23.63, 6.11, 13.08], [-24.76, 4.91, 13.38], [-25.12, 5.99, 12.09], [-22.24, 6.05, 11.48], [-22.44, 5.05, 10.02], [-21.47, 4.36, 11.31], [-26.71, 1.98, 9.48], [-25.84, 1.07, 10.84], [-27.09, 2.25, 11.18], [-26.44, 4.96, 10.05], [-24.72, 4.71, 9.39], [-26.12, 3.78, 8.78], [-22.03, 2.50, 9.36], [-22.51, 0.81, 9.52], [-23.72, 2.13, 9.23], [-21.99, 0.27, 12.19], [-22.48, 1.73, 13.07], [-21.07, 1.80, 11.83], [-22.82, -3.73, 18.14], [-21.55, -3.91, 17.38], [-21.11, -5.53, 17.09], [-19.88, -5.89, 16.49], [-22.18, -6.42, 16.77], [-20.13, -3.28, 17.99], [-19.64, -4.04, 19.20], [-20.00, -1.82, 18.27], [-21.54, -3.15, 15.86], [-22.80, -3.01, 15.16], [-20.40, -3.17, 15.04], [-19.58, -6.84, 16.96], [-19.19, -5.09, 16.78], [-20.05, -5.94, 15.42], [-22.48, -6.41, 15.64], [-23.08, -6.16, 17.39], [-21.89, -7.46, 16.95], [-18.59, -3.63, 19.15], [-20.14, -3.78, 20.14], [-19.57, -5.13, 19.08], [-20.72, -1.38, 19.00], [-19.00, -1.72, 18.66], [-19.99, -1.28, 17.34], [-23.61, -2.65, 15.77], [-22.72, -2.22, 14.43], [-23.11, -4.00, 14.70], [-20.39, -2.28, 14.39], [-20.26, -4.06, 14.39], [-19.49, -3.03, 15.60], [-25.83, -4.37, 16.71], [-26.87, -5.20, 17.46], [-28.11, -4.51, 17.41], [-27.78, -3.23, 17.13], [-28.56, -2.34, 17.12], [-26.48, -3.11, 16.71], [-26.40, -5.44, 18.74], [-25.72, -4.68, 15.70], [-24.89, -4.23, 17.29], [-27.01, -6.21, 16.99], [-26.39, -0.11, 14.05], [-25.16, 0.33, 14.62], [-24.12, -0.14, 13.80], [-24.65, -1.02, 12.84], [-23.97, -1.40, 11.94], [-25.95, -1.11, 13.03], [-24.96, -0.26, 15.84], [-26.89, 0.62, 13.48], [-27.00, -0.61, 14.80], [-25.01, 1.39, 14.80], [-21.60, -1.72, 9.60], [-21.07, -2.50, 10.71], [-20.01, -1.70, 11.10], [-19.62, -0.84, 10.07], [-18.70, -0.11, 10.14], [-20.48, -0.99, 9.07], [-20.61, -3.74, 10.38], [-22.31, -0.97, 9.97], [-22.00, -2.28, 8.77], [-21.77, -2.65, 11.53], [-28.11, -3.56, 13.60], [-29.30, -4.57, 13.61], [-29.73, -4.69, 12.25], [-28.79, -4.06, 11.45], [-28.95, -4.03, 10.26], [-27.95, -3.33, 12.18], [-30.38, -4.07, 14.36], [-27.27, -4.21, 13.87], [-28.28, -2.58, 14.20], [-29.20, -5.55, 14.01]]}